ORCA calculation (ωB97M-V with the def2-TZVPD basis set) on a molecular structure, C5H16B2Br4Na6O3 in a non-equilibrium geometry.

Results
gap between HOMO and LUMO = 4.64 eV
largest force on an atom = 2.6 eV/A
charge = +2
energy relative to the best compared isomer or geometry (same formula, charge and spin) = 0.0 kJ/mol

Last column: natural (NBO) charge in e.
Cartesian coordinates (Å):
Na1 10.88066 13.14000 12.09036  0.95
Na2 8.67204 13.79622 7.37231  0.95
Na3 7.76638 16.49914 9.35523  0.94
Na4 11.20962 12.88519 8.88453  0.97
Na5 7.37568 14.07331 12.26829  0.96
Na6 9.63765 10.03203 10.23938  0.96
C1 8.36675 12.63806 9.92123  0.93
O1 8.91099 11.99321 8.90808  -1.06
O2 8.57116 12.17461 11.08173  -0.89
O3 7.95425 13.81704 9.68894  -0.90
B1 7.25331 16.76054 11.75779  -0.80
H1 8.07955 17.55673 11.53047  -0.02
H2 7.59455 15.78601 11.24886  -0.15
H3 7.13738 16.55563 12.91480  0.03
H4 6.21453 17.09176 11.28378  -0.02
B2 9.77076 14.69568 13.85720  -0.75
H5 9.58407 14.19812 14.91394  0.03
H6 9.32316 15.78324 13.84142  0.05
H7 10.88711 14.76807 13.50035  -0.09
H8 9.26720 13.97331 13.10659  -0.18
Br1 11.60043 9.34378 7.60957  -0.06
C2 10.23165 8.77846 6.31011  -0.41
C3 9.24402 9.94596 6.11080  -0.43
Br2 10.10495 11.56625 5.39528  -0.04
H9 9.62229 7.97824 6.71814  0.25
H10 10.74296 8.55884 5.38121  0.26
H11 8.71014 10.16829 7.02881  0.23
H12 8.54542 9.66846 5.32383  0.26
Br3 3.81131 11.72269 8.46500  0.01
C4 4.57124 13.39317 9.13635  -0.45
C5 4.02272 14.53347 8.32563  -0.46
Br4 4.72385 16.24905 8.92070  0.02
H13 5.64680 13.28434 9.03007  0.21
H14 4.37169 13.44141 10.20357  0.23
H15 2.93820 14.51813 8.23946  0.26
H16 4.34076 14.44634 7.28619  0.22